Record 1
ORCA calculation (ωB97M-V with the def2-TZVPD basis set) on 2 unconnected molecules or ions with the total composition C8H6ClO2S3.

XYZ file:
```
20
Properties=species:S:1:pos:R:3:forces:R:3:mulliken_charge:R:1
C -0.345359 -0.604575 1.007567 2.37 1.20 -0.44 0.52
S -1.778616 -0.126569 0.678472 -0.23 -0.05 0.13 -0.25
S 1.168676 -0.985187 1.233300 -1.23 1.83 -0.65 -0.26
Cl -1.126733 -2.385201 3.310422 0.28 -0.58 -0.06 -0.21
C -0.151118 -3.018167 1.964228 -1.23 -2.64 -0.42 -0.99
S -1.078063 -3.790456 0.678165 1.41 0.60 2.09 1.45
C -0.238309 -5.329832 0.321761 0.40 0.86 0.39 -0.06
C 0.882354 -5.388088 -0.494926 -0.54 -0.29 -0.15 -0.38
C 1.475979 -6.627859 -0.677182 0.51 -0.10 -0.32 -0.34
C 1.033185 -7.774455 -0.043985 -0.13 0.39 0.27 -0.53
C -0.042029 -7.646169 0.813782 -0.20 -0.24 0.28 -0.38
C -0.668395 -6.437573 1.024981 -0.30 -0.22 -0.39 -0.53
O -2.374859 -4.202788 1.170906 -0.94 0.23 -0.49 -0.73
O -0.982922 -2.982196 -0.525676 -0.26 -0.52 -0.32 -0.68
H 0.758909 -3.542622 2.251038 -0.38 -0.07 0.10 0.46
H 1.207557 -4.510268 -1.042161 0.00 -0.05 0.11 0.42
H 2.304784 -6.722698 -1.346502 0.49 0.10 -0.35 0.36
H 1.517938 -8.734843 -0.168864 0.03 0.09 -0.16 0.37
H -0.418370 -8.498189 1.334131 -0.15 -0.59 0.29 0.36
H -1.547081 -6.357374 1.651734 0.13 0.07 0.07 0.41
```
Forces are in eV/Å.

- frontier orbital gap (eV) = 5.321
- charge = -1
- relative energy (zero: lowest compared OMol25 entry of this formula, charge and spin) (eV) = 0.678
- E_HOMO (eV) = -2.27

---

Record 2
ORCA calculation (ωB97M-V with the def2-TZVPD basis set) on 2 unconnected molecules or ions with the total composition C8H6F4O.

XYZ file:
```
19
Properties=species:S:1:pos:R:3:forces:R:3:mulliken_charge:R:1
C 2.565152 -0.871141 0.373894 2.55 0.91 1.05 -0.28
C 1.885430 -0.981020 -0.807158 -3.19 0.29 0.83 -0.73
C 2.122917 -0.074047 1.431144 -1.88 0.93 -0.65 -0.42
C 0.558702 -0.382303 -0.869669 2.03 -1.56 -1.07 -0.14
C 0.886113 0.559616 1.343645 0.62 1.07 -0.86 -0.41
C 0.142037 0.455085 0.146841 0.04 0.39 1.40 0.59
C -1.043963 1.247657 -0.064649 -3.10 -2.07 -2.70 0.20
C -2.643012 -0.721784 -0.175862 0.70 3.82 -2.71 0.53
O -1.216770 1.615703 -1.377810 -0.77 1.04 0.90 -0.46
F -1.709884 1.987250 0.824740 1.10 -0.03 -0.07 -0.27
F -2.492806 -1.324932 -1.431796 -0.60 0.36 1.81 -0.24
F -2.136475 -1.439579 0.746314 -0.33 -1.92 1.34 -0.19
F -3.961335 -0.363364 -0.000862 1.31 -1.19 0.03 -0.23
H 3.640511 -1.137187 0.494237 -0.99 -0.46 -0.49 0.29
H 2.224242 -1.657988 -1.560906 0.13 -0.01 -0.57 0.40
H 2.725693 0.318182 2.216483 0.76 -0.61 0.57 0.34
H -0.095569 -0.638064 -1.719901 0.49 0.55 0.48 0.35
H 0.676234 1.425584 1.990707 -0.17 -0.84 0.08 0.29
H -2.127216 1.982333 -1.559391 1.28 -0.66 0.62 0.39
```
Forces are in eV/Å.

- frontier orbital gap (alpha / beta) (eV) = 7.131 / 8.331
- charge = 0
- relative energy (zero: lowest compared OMol25 entry of this formula, charge and spin) (eV) = 2.789
- E_HOMO (alpha / beta) (eV) = -7.44 / -8.55

---

Record 3
ORCA calculation (ωB97M-V with the def2-TZVPD basis set) on 2 unconnected molecules or ions with the total composition C8H6N2O2.

XYZ file:
```
18
Properties=species:S:1:pos:R:3:forces:R:3:mulliken_charge:R:1
C 0.202706 2.169194 -0.793370 -1.08 -0.54 1.10 -0.21
C -0.016613 1.732066 0.525098 0.83 -1.31 -0.65 -0.58
C -0.302187 1.429333 -1.880987 -0.90 -0.24 1.89 -0.62
C -0.467529 0.418058 0.704299 -0.07 2.15 1.43 -0.38
C -0.942595 0.204795 -1.621513 2.26 2.58 -0.26 -0.49
C -0.897054 -0.346785 -0.348611 0.41 0.96 -0.26 0.74
C -1.463260 -1.584263 -0.283376 -1.81 -6.66 4.13 -0.42
C 2.885761 -0.887033 0.444775 0.26 0.76 -1.68 0.74
N -0.755797 -3.189682 1.656989 3.27 -2.09 -1.27 -0.51
N -1.366287 -2.335850 1.126758 -1.60 6.02 -4.32 0.25
O 2.503986 -0.532025 1.467615 -0.28 -0.23 1.33 -0.36
O 3.251623 -1.089325 -0.639548 0.01 -0.54 0.38 -0.38
H 0.579721 3.159857 -0.749807 0.38 0.84 -1.21 0.37
H 0.292196 2.380305 1.357644 -0.33 -0.48 -0.36 0.35
H -0.566723 1.857925 -2.814516 0.72 0.52 -0.89 0.36
H -0.757816 0.089784 1.682479 0.40 -0.28 0.48 0.39
H -1.365654 -0.183604 -2.487472 -1.04 -1.47 -0.82 0.49
H -0.814480 -3.292749 2.653544 -1.44 0.01 0.98 0.25
```
Forces are in eV/Å.

- frontier orbital gap (alpha / beta) (eV) = 6.922 / 6.906
- charge = 0
- relative energy (zero: lowest compared OMol25 entry of this formula, charge and spin) (eV) = 6.169
- E_HOMO (alpha / beta) (eV) = -7.74 / -7.72

---

Record 4
ORCA calculation (ωB97M-V with the def2-TZVPD basis set) on a single C8H7BrN3P molecule.

XYZ file:
```
20
Properties=species:S:1:pos:R:3:forces:R:3:mulliken_charge:R:1
N 3.840325 -1.801985 -1.044699 0.24 0.73 2.57 -0.69
P 3.148801 -1.835648 0.453054 1.69 1.28 -3.86 0.34
C 1.363376 -1.070188 0.375003 -2.31 1.02 0.41 0.34
N 1.216653 0.181518 -0.443596 -4.86 -3.94 4.14 -0.44
C -0.210355 0.644196 -0.353729 -0.94 1.05 -0.78 0.44
C -0.594053 2.029666 -1.202110 -3.23 -0.05 0.96 -0.38
C -2.093381 2.691918 -1.227590 1.57 -3.52 1.99 -0.33
C -3.327357 1.971863 -0.397299 4.66 -3.18 0.80 -0.35
C -2.941505 0.570066 0.414948 0.65 2.81 -1.95 -0.41
C -1.423387 -0.087911 0.445632 0.08 0.42 -0.15 0.46
N -1.226870 -1.342457 1.249626 5.25 1.92 -2.55 -0.49
C 0.197831 -1.819762 1.226310 -2.43 3.56 -1.98 0.11
Br 0.607785 -3.483157 2.321593 -0.67 2.25 -1.43 -0.18
H 4.713437 -1.196908 -0.993689 -1.57 -0.87 -0.13 0.21
H 3.162155 -3.208120 0.890021 -0.75 1.07 0.38 0.08
H 3.933020 -0.991477 1.340654 -1.04 -0.84 0.11 0.12
H 0.253295 2.583170 -1.834833 -2.02 -1.52 1.68 0.28
H -2.320948 3.681544 -1.821090 0.73 -2.27 1.28 0.29
H -4.417061 2.397541 -0.354588 2.44 -0.96 -0.13 0.30
H -3.843513 0.053610 0.999175 2.49 1.05 -1.36 0.28
```
Forces are in eV/Å.

- SMILES = N=[PH2]c1nc2ccccc2nc1Br
- frontier orbital gap (eV) = 6.572
- charge = 0
- E_HOMO (eV) = -8.41

---

Repeat the first record exactly.
ORCA calculation (ωB97M-V with the def2-TZVPD basis set) on 2 unconnected molecules or ions with the total composition C8H6ClO2S3.

XYZ file:
```
20
Properties=species:S:1:pos:R:3:forces:R:3:mulliken_charge:R:1
C -0.345359 -0.604575 1.007567 2.37 1.20 -0.44 0.52
S -1.778616 -0.126569 0.678472 -0.23 -0.05 0.13 -0.25
S 1.168676 -0.985187 1.233300 -1.23 1.83 -0.65 -0.26
Cl -1.126733 -2.385201 3.310422 0.28 -0.58 -0.06 -0.21
C -0.151118 -3.018167 1.964228 -1.23 -2.64 -0.42 -0.99
S -1.078063 -3.790456 0.678165 1.41 0.60 2.09 1.45
C -0.238309 -5.329832 0.321761 0.40 0.86 0.39 -0.06
C 0.882354 -5.388088 -0.494926 -0.54 -0.29 -0.15 -0.38
C 1.475979 -6.627859 -0.677182 0.51 -0.10 -0.32 -0.34
C 1.033185 -7.774455 -0.043985 -0.13 0.39 0.27 -0.53
C -0.042029 -7.646169 0.813782 -0.20 -0.24 0.28 -0.38
C -0.668395 -6.437573 1.024981 -0.30 -0.22 -0.39 -0.53
O -2.374859 -4.202788 1.170906 -0.94 0.23 -0.49 -0.73
O -0.982922 -2.982196 -0.525676 -0.26 -0.52 -0.32 -0.68
H 0.758909 -3.542622 2.251038 -0.38 -0.07 0.10 0.46
H 1.207557 -4.510268 -1.042161 0.00 -0.05 0.11 0.42
H 2.304784 -6.722698 -1.346502 0.49 0.10 -0.35 0.36
H 1.517938 -8.734843 -0.168864 0.03 0.09 -0.16 0.37
H -0.418370 -8.498189 1.334131 -0.15 -0.59 0.29 0.36
H -1.547081 -6.357374 1.651734 0.13 0.07 0.07 0.41
```
Forces are in eV/Å.

- frontier orbital gap (eV) = 5.321
- charge = -1
- relative energy (zero: lowest compared OMol25 entry of this formula, charge and spin) (eV) = 0.678
- E_HOMO (eV) = -2.27